[1]
The following is a quantum chemistry calculation of a cluster of 6 separate species, C7H22O6 in total, from the Open Molecules 2025 dataset.

Calculated values
LUMO   0.059 eV
Structure (SMILES)   CCC/C=C/C=C/O.O.O.O.O.O
Gap between HOMO and LUMO   8.289 eV
HOMO energy   -8.230 eV
Calculated total energy   -19900.5694 eV
Total charge   0

Structure (XYZ):
```
35
Properties=species:S:1:pos:R:3:forces:R:3:mulliken_charge:R:1
C -1.491 -3.319 -0.514 -0.1 0.1 -0.2 -1.31
C -0.125 -2.897 -1.058 -0.1 0.1 0.1 -0.50
C -0.170 -1.572 -1.836 0.1 -0.3 0.0 -0.79
C -0.380 -0.371 -0.962 0.5 0.1 -0.5 -0.18
C 0.431 0.695 -1.015 -0.6 -0.2 -0.1 -0.39
C 0.264 1.895 -0.219 0.2 0.2 -0.1 -0.31
C 1.045 2.968 -0.357 -0.1 0.7 0.5 0.01
O 0.925 4.107 0.384 0.6 0.1 -0.5 -0.51
H -1.438 -4.259 0.028 0.0 -0.1 0.1 0.34
H -2.208 -3.444 -1.329 0.1 -0.1 -0.1 0.41
H -1.953 -2.561 0.125 0.1 0.0 0.2 0.30
H 0.267 -3.681 -1.708 -0.1 0.0 -0.1 0.41
H 0.621 -2.828 -0.254 0.0 0.1 0.0 0.26
H -0.977 -1.637 -2.574 0.0 0.0 0.0 0.47
H 0.763 -1.470 -2.394 0.0 0.1 0.1 0.32
H -1.237 -0.396 -0.297 0.0 0.2 0.1 0.68
H 1.255 0.708 -1.721 0.0 -0.2 0.0 0.30
H -0.540 1.947 0.508 -0.1 -0.1 0.1 -0.14
H 1.865 3.115 -1.047 0.0 -0.5 -0.2 0.40
H 0.167 4.058 0.956 -0.6 -0.1 0.4 0.32
O 2.334 -0.151 1.236 -0.7 0.4 0.3 -0.79
H 2.135 0.792 1.082 0.2 -0.5 0.0 0.35
H 1.450 -0.506 1.496 0.7 0.2 -0.2 0.46
O -3.400 1.512 -0.170 0.4 0.0 -0.3 -0.65
H -2.933 1.241 0.648 0.0 0.1 -0.5 0.37
H -2.725 1.625 -0.865 -0.4 -0.1 0.6 0.33
O -0.105 -1.292 2.023 0.2 0.3 0.7 -0.76
H -0.238 -1.876 1.281 -0.1 -0.5 -0.6 0.28
H 0.129 -1.840 2.782 -0.1 0.0 -0.1 0.25
O 3.066 -1.341 -1.181 -0.8 0.2 0.4 -0.61
H 4.017 -1.316 -1.131 0.4 0.0 0.1 0.28
H 2.741 -0.917 -0.343 0.5 -0.3 -0.6 0.42
O -2.047 0.702 2.148 0.2 -0.5 0.4 -0.67
H -2.677 0.347 2.795 0.2 0.2 -0.3 0.29
H -1.330 0.027 2.099 -0.5 0.4 0.1 0.37
```
Forces are in eV/Å.



[2]
The following is a quantum chemistry calculation of an isolated molecule of C5H7N, from the Open Molecules 2025 dataset.

Calculated values
LUMO   0.549 eV
Gap between HOMO and LUMO   7.925 eV
HOMO energy   -7.376 eV
Calculated total energy   -6781.6717 eV
Total charge   0

Structure (XYZ):
```
13
Properties=species:S:1:pos:R:3:forces:R:3:mulliken_charge:R:1
C 1.312 -0.573 1.151 0.2 -0.1 0.0 -0.75
N 0.115 0.192 0.875 0.0 0.1 -0.1 -0.17
C -1.264 -0.278 0.693 -0.3 -0.1 0.1 -0.40
C -0.459 0.440 -0.313 0.1 0.1 0.1 -0.02
C -0.163 0.772 -1.618 0.1 0.2 0.1 0.13
C 0.295 1.547 -2.558 -0.1 -0.3 0.1 -0.44
H 2.124 -0.167 0.542 -0.1 -0.1 0.1 0.30
H 1.174 -1.636 0.903 0.0 0.2 0.0 0.30
H 1.574 -0.480 2.207 0.0 -0.1 -0.2 0.27
H -1.432 -1.349 0.549 0.1 0.2 0.0 0.26
H -2.019 0.240 1.282 0.1 -0.1 -0.1 0.21
H -0.355 -0.452 -1.562 0.1 0.0 -0.2 0.14
H 0.645 1.096 -3.489 -0.1 0.0 0.1 0.16
```
Forces are in eV/Å.



[3]
The following is a quantum chemistry calculation of an isolated molecule of C3H5NOS2 at a distorted geometry, from the Open Molecules 2025 dataset.

Calculated values
LUMO   -0.403 eV
Structure (SMILES)   CS/N=C\C(=O)S
Gap between HOMO and LUMO   8.511 eV
HOMO energy   -8.914 eV
Calculated total energy   -28398.8660 eV
Total charge   0

Structure (XYZ):
```
12
Properties=species:S:1:pos:R:3:forces:R:3:mulliken_charge:R:1
C 2.188 1.426 0.712 -0.2 -0.5 -0.3 -0.78
S 0.422 1.026 0.598 0.4 -0.2 -0.4 0.10
N 0.557 -0.144 -0.620 0.2 1.3 0.6 -0.34
C -0.454 -0.780 -1.059 0.6 0.7 1.0 -0.31
C -1.757 -0.695 -0.394 -1.9 1.4 1.0 0.67
O -2.149 0.259 0.277 1.3 -1.3 -0.8 -0.51
S -2.814 -2.102 -0.572 0.2 -1.0 -0.7 -0.26
H 2.719 0.556 1.095 0.1 0.1 -0.1 0.27
H 2.579 1.732 -0.267 -0.1 -0.1 0.4 0.26
H 2.260 2.230 1.433 0.1 0.2 0.1 0.32
H -0.183 -1.436 -1.839 -0.5 -1.1 -0.8 0.42
H -3.368 -2.071 0.636 -0.1 0.4 0.2 0.16
```
Forces are in eV/Å.



[4]
The following is a quantum chemistry calculation of a cluster of 3 separate species, C4H12NO2 in total at a distorted geometry, from the Open Molecules 2025 dataset.

Calculated values
LUMO   -4.307 eV
Gap between HOMO and LUMO   10.006 eV
HOMO energy   -14.312 eV
Calculated total energy   -9918.8178 eV
Total charge   +1

Structure (XYZ):
```
19
Properties=species:S:1:pos:R:3:forces:R:3:mulliken_charge:R:1
C 0.207 -2.141 1.142 2.1 -1.1 0.7 -0.94
C 0.827 -0.753 0.910 -1.7 -0.7 -0.5 0.34
C 1.731 -0.035 1.523 -1.6 2.7 -2.3 -0.78
C 0.818 -0.661 -1.385 0.4 -1.8 -2.1 -0.13
N 0.309 -0.201 -0.329 -1.0 2.0 -0.5 0.07
H -0.567 -2.092 1.925 0.5 0.0 -0.2 0.29
H -0.318 -2.523 0.220 1.0 0.2 1.0 0.35
H 1.108 -2.861 1.524 -2.5 1.5 -1.0 0.32
H 1.870 1.063 1.300 0.2 -1.6 0.1 0.25
H 2.276 -0.527 2.191 2.2 -1.4 3.3 0.35
H 0.347 -0.282 -2.345 1.2 -0.5 1.1 0.25
H 1.624 -1.549 -1.312 -2.0 2.3 -0.3 0.31
H -0.388 0.617 -0.465 1.0 -1.6 0.7 0.34
H -0.473 2.323 -3.128 -1.4 0.4 -2.1 0.31
H 0.540 2.686 -2.186 0.7 0.4 0.6 0.31
O -0.117 2.013 -2.333 0.7 -0.8 1.6 -0.62
H -3.120 0.799 1.823 -1.2 -0.3 1.6 0.30
H -3.411 1.208 0.385 -3.0 0.9 -2.1 0.29
O -2.776 0.999 0.988 4.4 -0.6 0.4 -0.58
```
Forces are in eV/Å.